{"formula": "C19H16N4O5S2", "method": "ωB97M-V/def2-TZVPD", "symbols": ["N", "C", "O", "C", "C", "C", "N", "C", "O", "C", "C", "C", "C", "N", "S", "O", "O", "C", "C", "C", "C", "S", "C", "C", "C", "C", "C", "N", "O", "C", "H", "H", "H", "H", "H", "H", "H", "H", "H", "H", "H", "H", "H", "H", "H", "H"], "coordinates": [[0.518, 0.087, 5.182], [0.658, -0.984, 4.361], [0.508, -2.120, 4.755], [0.997, -0.667, 2.938], [1.680, -1.641, 2.220], [2.007, -1.445, 0.881], [2.677, -2.443, 0.181], [2.630, -2.726, -1.169], [3.423, -3.497, -1.659], [1.529, -2.043, -1.899], [0.217, -2.170, -1.450], [-0.796, -1.438, -2.032], [-0.504, -0.530, -3.047], [-1.496, 0.280, -3.566], [-3.009, 0.538, -2.915], [-3.604, 1.515, -3.773], [-3.667, -0.715, -2.712], [-2.758, 1.285, -1.332], [-2.766, 0.700, -0.103], [-2.647, 1.646, 0.935], [-2.562, 2.920, 0.464], [-2.616, 2.988, -1.250], [0.796, -0.459, -3.548], [1.799, -1.226, -2.992], [1.670, -0.231, 0.287], [0.957, 0.730, 0.988], [0.549, 1.950, 0.231], [0.576, 3.107, 0.933], [0.211, 1.908, -0.935], [0.613, 0.518, 2.319], [0.793, 1.013, 4.908], [0.341, -0.091, 6.157], [1.933, -2.563, 2.722], [3.264, -3.064, 0.724], [-0.010, -2.846, -0.639], [-1.816, -1.556, -1.712], [-1.206, 1.009, -4.198], [-2.867, -0.358, 0.047], [-2.640, 1.384, 1.978], [-2.479, 3.826, 1.033], [1.016, 0.213, -4.365], [2.808, -1.163, -3.369], [1.947, -0.011, -0.730], [0.966, 3.160, 1.857], [0.352, 3.963, 0.452], [0.010, 1.245, 2.843]], "lowdin_charge": [0.169, -0.509, 0.071, -0.128, 0.062, -0.212, 0.145, -0.427, 0.097, -0.185, -0.013, -0.007, -0.277, -0.041, 0.604, -0.297, -0.266, -0.612, -0.137, -0.179, -0.402, 1.069, -0.006, -0.018, 0.058, -0.117, -0.507, 0.184, 0.045, 0.007, 0.093, 0.114, 0.129, 0.161, 0.132, 0.090, 0.128, 0.117, 0.106, 0.068, 0.116, 0.126, 0.124, 0.102, 0.115, 0.108], "e_above_lowest_kcal_mol": 2.7, "total_charge": 0, "spin_multiplicity": 1, "smiles": "NC(=O)c1cc(NC(=O)c2ccc(NS(=O)(=O)c3cccs3)cc2)cc(C(N)=O)c1", "total_energy_ha": -2125.3018}



{"formula": "C19H16NO5S2", "method": "ωB97M-V/def2-TZVPD", "symbols": ["C", "C", "C", "C", "S", "C", "C", "S", "C", "C", "C", "C", "C", "C", "O", "O", "O", "O", "C", "C", "H", "H", "H", "H", "H", "H", "H", "H", "H", "H", "H", "H", "N", "C", "O", "C", "C", "C", "C", "H", "H", "H", "H"], "coordinates": [[1.065, 3.835, -1.569], [1.739, 3.337, -2.684], [1.555, 2.016, -3.096], [0.684, 1.197, -2.381], [0.428, -0.516, -2.903], [0.989, -1.505, -1.491], [0.127, -2.247, -0.776], [2.701, -1.276, -0.955], [2.598, -0.648, 0.740], [2.546, 0.729, 0.978], [2.375, 1.208, 2.280], [2.315, 0.329, 3.361], [2.388, -1.044, 3.119], [2.526, -1.536, 1.818], [3.356, -2.561, -0.903], [3.246, -0.183, -1.733], [-0.994, -0.707, -3.025], [1.328, -0.753, -4.005], [-0.022, 1.685, -1.281], [0.197, 2.999, -0.862], [1.216, 4.867, -1.246], [2.423, 3.970, -3.248], [2.091, 1.613, -3.955], [0.494, -2.818, 0.074], [-0.926, -2.301, -1.040], [2.631, 1.426, 0.144], [2.299, 2.281, 2.442], [2.209, 0.706, 4.379], [2.341, -1.748, 3.946], [2.584, -2.608, 1.633], [-0.713, 1.026, -0.751], [-0.326, 3.362, 0.021], [-2.905, -1.698, 0.493], [-4.123, -2.090, -0.090], [-4.109, -2.787, -1.115], [-5.369, -1.656, 0.556], [-5.357, -0.928, 1.720], [-4.111, -0.597, 2.284], [-2.937, -1.018, 1.613], [-6.282, -1.960, 0.050], [-6.295, -0.618, 2.186], [-4.019, -0.028, 3.207], [-1.966, -0.756, 2.062]], "lowdin_charge": [-0.088, -0.077, -0.061, -0.280, 0.691, -0.371, 0.092, 0.699, -0.259, -0.053, -0.071, -0.079, -0.075, -0.063, -0.301, -0.316, -0.277, -0.309, -0.054, -0.083, 0.101, 0.102, 0.117, 0.086, 0.067, 0.108, 0.104, 0.105, 0.104, 0.113, 0.128, 0.107, 0.067, -0.550, -0.086, -0.063, -0.163, -0.165, -0.247, 0.083, 0.084, 0.057, 0.077], "e_above_lowest_kcal_mol": 1.6, "total_charge": -1, "spin_multiplicity": 1, "total_energy_ha": -1960.9384}



{"formula": "C19H17BF4N6S2Ti", "method": "ωB97M-V/def2-TZVPD", "symbols": ["Ti", "N", "C", "S", "N", "N", "C", "C", "C", "C", "C", "C", "C", "C", "C", "C", "C", "C", "N", "H", "H", "H", "H", "H", "H", "H", "H", "H", "H", "H", "N", "C", "S", "C", "C", "C", "N", "C", "C", "H", "H", "H", "H", "H", "H", "F", "B", "F", "F", "F"], "coordinates": [[-0.607, 1.529, 0.956], [-4.559, 0.664, -0.576], [-3.375, 0.689, 0.099], [-2.959, 2.123, 0.992], [-2.619, -0.361, 0.022], [-1.414, -0.221, 0.667], [-0.753, -1.346, 1.002], [-1.207, -2.708, 0.636], [-1.577, -3.017, -0.676], [-1.999, -4.293, -1.010], [-2.056, -5.290, -0.044], [-1.697, -4.995, 1.262], [-1.285, -3.712, 1.599], [0.429, -1.079, 1.725], [1.353, -2.054, 2.169], [2.452, -1.675, 2.881], [2.647, -0.308, 3.170], [1.755, 0.601, 2.690], [0.663, 0.259, 1.948], [-5.259, 1.330, -0.306], [-4.869, -0.234, -0.908], [-1.537, -2.245, -1.432], [-2.293, -4.509, -2.030], [-2.387, -6.287, -0.306], [-1.750, -5.761, 2.026], [-1.051, -3.481, 2.632], [1.176, -3.092, 1.927], [3.164, -2.415, 3.225], [3.495, 0.028, 3.749], [1.897, 1.651, 2.890], [3.871, 2.179, -3.896], [2.683, 2.818, -3.900], [2.385, 4.046, -4.958], [1.677, 2.331, -2.923], [0.516, 3.061, -2.658], [-0.350, 2.640, -1.684], [-0.140, 1.523, -0.949], [0.913, 0.755, -1.279], [1.836, 1.134, -2.234], [4.589, 2.577, -4.478], [4.175, 1.670, -3.082], [0.322, 3.967, -3.214], [-1.248, 3.192, -1.450], [0.994, -0.195, -0.765], [2.650, 0.457, -2.455], [-0.698, 4.093, 0.914], [0.293, 3.704, 1.812], [1.199, 2.895, 1.028], [0.905, 4.665, 2.524], [-0.353, 2.698, 2.665]], "lowdin_charge": [0.880, 0.071, -0.842, 0.712, 0.019, -0.145, -0.196, -0.173, -0.040, -0.082, -0.094, -0.083, -0.048, -0.221, -0.018, -0.069, -0.065, -0.110, -0.019, 0.077, 0.097, 0.104, 0.101, 0.100, 0.102, 0.118, 0.108, 0.106, 0.104, 0.110, 0.077, -0.817, 0.701, -0.209, -0.005, -0.073, -0.067, -0.075, 0.013, 0.095, 0.098, 0.092, 0.119, 0.118, 0.117, 0.117, -1.229, 0.076, 0.232, 0.018], "total_charge": 0, "spin_multiplicity": 1, "total_energy_ha": -3133.2533}



{"formula": "C19H17BrF3N3O4S", "method": "ωB97M-V/def2-TZVPD", "symbols": ["C", "C", "C", "C", "C", "F", "C", "C", "C", "C", "N", "S", "O", "O", "C", "C", "C", "F", "C", "Br", "C", "C", "F", "C", "N", "N", "C", "O", "O", "C", "C", "H", "H", "H", "H", "H", "H", "H", "H", "H", "H", "H", "H", "H", "H", "H", "H", "H"], "coordinates": [[2.544, 4.582, -1.041], [1.264, 3.743, -0.721], [0.106, 4.110, -1.364], [-1.056, 3.416, -1.113], [-1.035, 2.284, -0.363], [-2.155, 1.503, -0.216], [0.172, 1.785, 0.161], [0.345, 0.326, 0.585], [-0.283, 0.025, 1.947], [-0.073, -0.727, -0.497], [0.509, -2.080, -0.210], [-0.356, -3.443, -0.390], [0.683, -4.491, -0.323], [-1.057, -3.332, -1.686], [-1.486, -3.381, 1.003], [-0.969, -3.688, 2.264], [-1.832, -3.659, 3.302], [-1.339, -4.050, 4.524], [-3.177, -3.383, 3.168], [-4.520, -3.499, 4.616], [-3.676, -3.244, 1.901], [-2.815, -3.023, 0.847], [-3.383, -2.519, -0.293], [0.504, -0.337, -1.816], [-0.240, -0.285, -2.940], [0.712, -0.325, -4.000], [1.946, -0.368, -3.348], [2.977, -0.230, -4.045], [1.838, -0.587, -2.064], [1.312, 2.615, 0.028], [2.596, 2.254, 0.733], [2.561, 4.594, -2.131], [2.531, 5.557, -0.473], [3.517, 4.166, -0.855], [0.090, 4.967, -2.049], [-1.987, 3.594, -1.729], [1.367, 0.050, 0.778], [-1.291, 0.429, 1.942], [0.315, 0.403, 2.832], [-0.311, -1.102, 2.134], [-1.125, -0.644, -0.669], [1.360, -2.110, -0.750], [0.026, -3.950, 2.405], [-4.710, -3.016, 1.797], [0.668, 0.367, -4.732], [3.415, 1.912, 0.052], [3.092, 3.179, 1.166], [2.426, 1.614, 1.630]], "lowdin_charge": [-0.033, -0.237, -0.047, -0.018, -0.214, 0.054, -0.063, -0.264, -0.032, -0.206, -0.075, 0.718, -0.295, -0.290, -0.190, 0.017, -0.281, 0.045, -0.503, 0.737, -0.043, -0.215, 0.082, -0.235, 0.179, 0.111, -0.517, 0.065, 0.170, -0.189, -0.038, 0.079, 0.104, 0.051, 0.127, 0.147, 0.115, 0.076, 0.103, 0.079, 0.139, 0.108, 0.127, 0.114, 0.154, 0.103, 0.099, 0.085], "e_above_lowest_kcal_mol": 0.0, "total_charge": 0, "spin_multiplicity": 1, "smiles": "Cc1ccc(F)c([C@@H](C)[C@H](NS(=O)(=O)c2cc(F)c(Br)cc2F)c2n[nH]c(=O)o2)c1C", "total_energy_ha": -4471.1428}